The following is a DFT calculation (ωB97M-V/def2-TZVPD) of a structure of composition C23H16Br2Cl2N3O4Ti.

Geometry as XYZ:
```
51
C23H16Br2Cl2N3O4Ti, DFT ωB97M-V/def2-TZVPD
Ti 0.24028 0.14206 -0.16535
Br 7.01343 3.34454 1.02598
C 6.79006 1.53292 1.51550
C 5.88742 1.20484 2.51446
C 5.70139 -0.12401 2.86362
C 6.43329 -1.11268 2.21502
C 7.37765 -0.76734 1.25755
C 7.54310 0.55669 0.88352
N 6.37231 -2.50952 2.55573
N 5.30287 -3.11554 2.66107
C 4.05219 -2.47351 2.34720
C 3.09558 -2.42385 3.32124
C 1.86286 -1.77249 3.12251
C 1.56267 -1.20318 1.90897
O 0.45232 -0.52807 1.65049
C 2.51706 -1.35362 0.85108
N 2.14186 -0.86163 -0.36728
C 2.96595 -0.93997 -1.38697
C 4.22037 -1.56421 -1.28317
C 4.60504 -2.08838 -0.08168
C 3.76147 -1.97564 1.04710
H 5.32838 1.98329 3.01570
H 4.99312 -0.37573 3.64058
H 7.97915 -1.54671 0.80650
H 8.26124 0.82944 0.12270
H 3.31570 -2.86595 4.28552
H 1.14109 -1.71115 3.92572
H 2.62269 -0.51337 -2.32135
H 4.85014 -1.63230 -2.15889
H 5.55142 -2.60375 0.00863
Br -4.16770 -4.68417 -2.10301
C -2.90922 -3.35267 -1.60688
C -3.31028 -2.30643 -0.79394
C -2.37740 -1.33666 -0.44709
C -1.04597 -1.38865 -0.87671
C -0.69213 -2.47056 -1.68633
C -1.60522 -3.44795 -2.06304
H -4.33319 -2.24973 -0.44528
H -2.71239 -0.52137 0.18557
H 0.32663 -2.56978 -2.04769
H -1.30968 -4.27458 -2.69601
Cl -1.14991 0.66558 -4.02733
C -0.25331 2.14443 -3.66576
Cl 1.36563 2.10943 -4.38072
C -0.20306 2.29535 -2.13549
O -0.99758 3.05993 -1.60774
O 0.65918 1.55589 -1.51801
H -0.78681 2.98327 -4.09201
O -1.18463 1.64507 0.65621
H -1.23523 2.40037 0.02127
H -1.02133 1.98825 1.54082
```

## Properties
calculated total energy: -8269.26006 a.u.
multiplicity: 2
Kohn-Sham gap (spin up / spin down): 0.2692 / 0.2724 Eh
energy relative to the best compared isomer or geometry (same formula, charge and spin): 0.0 kcal/mol
net charge: 0
LUMO energy (spin up / spin down): -0.85 / -0.87 eV